Record 1
{
  "formula": "C29H42FNO22",
  "method": "the ωB97M-V functional and the def2-TZVPD basis",
  "species": ["C", "C", "C", "F", "C", "C", "O", "N", "C", "C", "C", "H", "H", "H", "H", "H", "H", "H", "H", "H", "H", "H", "H", "H", "H", "C", "C", "O", "C", "O", "O", "H", "H", "H", "H", "C", "C", "O", "C", "O", "O", "H", "H", "H", "H", "C", "C", "O", "C", "O", "O", "H", "H", "H", "H", "C", "C", "O", "C", "O", "O", "H", "H", "H", "H", "C", "C", "O", "C", "O", "O", "H", "H", "H", "H", "C", "C", "O", "C", "O", "O", "H", "H", "H", "H", "C", "C", "O", "C", "O", "O", "H", "H", "H", "H"],
  "coordinates": [[1.88159, -1.62399, 0.59083], [1.01615, -2.17672, -0.55884], [-0.39653, -2.62561, -0.18329], [-1.06509, -2.90268, -1.40433], [-1.26194, -1.66567, 0.62981], [-1.25584, -0.19168, 0.20207], [-0.27539, 0.51065, 0.05756], [-2.60189, 0.26440, -0.01057], [-3.29784, -1.00203, -0.34007], [-2.78613, -1.99453, 0.70139], [-3.23193, -3.44696, 0.55690], [1.29653, -1.25224, 1.43088], [2.49154, -0.79386, 0.21908], [2.58203, -2.38853, 0.94776], [0.92950, -1.44283, -1.36586], [1.50875, -3.05547, -0.99037], [-0.35511, -3.57284, 0.37179], [-0.86365, -1.70454, 1.65206], [-2.94276, 0.62818, 0.87785], [-2.86463, -1.31534, -1.29778], [-4.37435, -0.87831, -0.46020], [-3.13221, -1.62472, 1.68074], [-4.21422, -3.58125, 1.01755], [-3.27247, -3.75342, -0.49534], [-2.53434, -4.11862, 1.05972], [-7.78420, -1.93524, -2.23402], [-8.13745, -3.34060, -1.78105], [-7.29040, -3.50801, -0.63601], [-6.97397, -2.29026, -0.15057], [-6.40607, -2.09328, 0.87476], [-7.37619, -1.32272, -1.00152], [-8.61445, -1.38485, -2.66326], [-6.94523, -1.91663, -2.92924], [-9.17695, -3.42745, -1.46193], [-7.91385, -4.11007, -2.51348], [6.92827, -0.91177, -0.66246], [6.87435, -2.13458, 0.23656], [5.51497, -2.56083, 0.06826], [5.04622, -2.08241, -1.10563], [4.00098, -2.36665, -1.58851], [5.92850, -1.21020, -1.64304], [7.88582, -0.76485, -1.15398], [6.64281, 0.00157, -0.14359], [7.53685, -2.93368, -0.09905], [7.05863, -1.92069, 1.28502], [5.33653, 3.68869, -2.71927], [5.18024, 2.22630, -2.33587], [6.06963, 2.12083, -1.21097], [6.23022, 3.34156, -0.66421], [6.76176, 3.55974, 0.37609], [5.69707, 4.28806, -1.46462], [4.42723, 4.14973, -3.09232], [6.15135, 3.85111, -3.42551], [4.17089, 1.98568, -2.00153], [5.48593, 1.52417, -3.10502], [0.81541, -4.13232, 3.43344], [0.82191, -5.26127, 4.44721], [-0.54442, -5.70056, 4.41788], [-1.09078, -5.33775, 3.23906], [-2.15943, -5.66178, 2.84112], [-0.25137, -4.52487, 2.56074], [1.73476, -4.03016, 2.86700], [0.56214, -3.17781, 3.87897], [1.46011, -6.09143, 4.14109], [1.08227, -4.94572, 5.45264], [-8.04921, 2.49786, -5.33407], [-6.89216, 1.82547, -4.61287], [-7.43787, 0.53247, -4.32577], [-8.43934, 0.27498, -5.19493], [-8.97913, -0.77796, -5.30037], [-8.73744, 1.37929, -5.90877], [-7.74479, 3.17973, -6.12218], [-8.72751, 3.00623, -4.64772], [-6.01862, 1.69883, -5.25330], [-6.60113, 2.31078, -3.68631], [1.10978, 1.92433, 4.85222], [0.64108, 1.12690, 3.64717], [1.52429, -0.00297, 3.68065], [1.98247, -0.16014, 4.94273], [2.60147, -1.10082, 5.32686], [1.64369, 0.89963, 5.70203], [0.31586, 2.44941, 5.37420], [1.91157, 2.62016, 4.60281], [-0.38422, 0.76915, 3.75681], [0.74923, 1.63981, 2.69581], [5.66564, 8.12080, 0.96717], [4.99727, 7.00420, 0.18437], [3.88089, 7.68390, -0.40583], [4.16572, 9.00348, -0.48144], [3.51948, 9.80450, -1.07082], [5.29412, 9.27933, 0.21219], [6.74795, 8.04303, 1.00785], [5.26656, 8.22097, 1.97776], [5.63131, 6.61332, -0.60893], [4.64321, 6.18296, 0.80020]],
  "lowdin_charge": [-0.085, -0.176, -0.268, -0.026, -0.144, -0.390, 0.093, 0.053, -0.156, -0.294, -0.035, 0.043, 0.074, 0.067, 0.114, 0.107, 0.133, 0.146, 0.126, 0.123, 0.113, 0.143, 0.076, 0.087, 0.052, -0.112, -0.101, 0.063, -0.585, 0.150, 0.056, 0.119, 0.132, 0.133, 0.133, -0.115, -0.102, 0.057, -0.571, 0.166, 0.052, 0.135, 0.118, 0.131, 0.133, -0.094, -0.094, 0.040, -0.579, 0.163, 0.038, 0.136, 0.134, 0.139, 0.135, -0.103, -0.099, 0.067, -0.573, 0.169, 0.032, 0.130, 0.125, 0.133, 0.134, -0.106, -0.102, 0.041, -0.579, 0.161, 0.065, 0.132, 0.133, 0.134, 0.134, -0.105, -0.108, 0.038, -0.581, 0.156, 0.063, 0.132, 0.133, 0.133, 0.131, -0.109, -0.115, 0.058, -0.579, 0.166, 0.058, 0.132, 0.131, 0.117, 0.133],
  "fmax_ha_per_bohr": 0.0206,
  "smiles": "CC[C@H](F)[C@H]1C(=O)NC[C@H]1C.O=C1OCCO1.O=C1OCCO1.O=C1OCCO1.O=C1OCCO1.O=C1OCCO1.O=C1OCCO1.O=C1OCCO1",
  "spin_multiplicity": 1,
  "homo_lumo_gap_ev": 9.5
}

***

Record 2
{
  "formula": "C4H8O2S",
  "method": "the ωB97M-V functional and the def2-TZVPD basis",
  "species": ["C", "C", "C", "C", "O", "O", "S", "H", "H", "H", "H", "H", "H", "H", "H"],
  "coordinates": [[-1.50328, 0.19746, 0.02173], [-1.91655, 1.63614, -0.27410], [1.13438, -0.99883, 0.90300], [0.57789, -1.03471, -0.55031], [-1.64964, -0.33207, 1.25852], [-0.22212, 0.07628, -0.92384], [-2.83218, -0.96847, 0.20140], [-3.01242, 1.87075, 0.06052], [-1.96096, 1.98967, -1.36593], [-1.20448, 2.35671, 0.36327], [1.70759, -1.87014, 1.03807], [1.60871, -0.11394, 1.10083], [0.21552, -1.04326, 1.64340], [0.04134, -1.98852, -0.76447], [1.54670, -0.91528, -1.09510]],
  "lowdin_charge": [-0.781, -0.083, -0.070, -0.276, -0.377, -0.127, 0.950, 0.095, 0.102, 0.126, 0.055, 0.041, 0.102, 0.118, 0.123],
  "fmax_ha_per_bohr": 0.1056,
  "smiles": "CCO[C@]1(C)OS1",
  "spin_multiplicity": 1,
  "homo_lumo_gap_ev": 9.2,
  "relative_energy_ev": 3.965
}

***

Record 3
{
  "formula": "C32H36F4N8O3SSi3Ta",
  "method": "the ωB97M-V functional and the def2-TZVPD basis",
  "species": ["Ta", "N", "C", "C", "C", "C", "C", "C", "S", "O", "O", "N", "C", "N", "C", "C", "C", "N", "H", "H", "H", "H", "H", "H", "H", "H", "H", "C", "O", "Si", "C", "C", "C", "Si", "C", "C", "C", "Si", "C", "C", "C", "H", "H", "H", "H", "H", "H", "H", "H", "H", "H", "H", "H", "H", "H", "H", "H", "H", "H", "H", "H", "H", "H", "H", "H", "H", "H", "H", "F", "C", "C", "F", "C", "C", "C", "F", "C", "C", "C", "N", "C", "N", "F", "C", "C", "N", "C", "N"],
  "coordinates": [[0.22903, 0.92614, -0.45237], [-7.70185, 2.94437, -0.10167], [-6.38567, 2.75065, -0.05504], [-5.65896, 3.01847, 1.13640], [-4.30936, 2.83265, 1.18599], [-3.65077, 2.36945, 0.03586], [-4.33866, 2.07983, -1.15430], [-5.68713, 2.26993, -1.19648], [-1.99945, 1.98095, 0.16373], [-1.40581, 2.21472, 1.45521], [-1.08342, 2.47384, -0.93688], [-1.67760, 0.36650, -0.13253], [-2.08881, -0.36529, 1.01046], [-1.07824, -0.86347, 1.70715], [-1.40073, -1.50357, 2.83293], [-2.71087, -1.61550, 3.25875], [-3.67682, -1.01584, 2.46214], [-3.36220, -0.38209, 1.33240], [-8.20208, 3.32222, 0.68626], [-8.22565, 2.78942, -0.94730], [-6.18817, 3.38343, 2.00691], [-3.74494, 3.05643, 2.08212], [-3.80297, 1.72941, -2.02847], [-6.23754, 2.06375, -2.10496], [-0.58311, -1.92853, 3.40192], [-2.96973, -2.12327, 4.17613], [-4.72940, -1.03595, 2.71734], [3.80982, 1.40459, -0.21763], [2.60724, 0.80536, -0.74539], [2.65452, -0.52191, -1.86947], [3.18955, -2.00628, -0.86195], [3.88928, -0.20429, -3.23124], [0.78343, -0.24371, -2.14723], [0.53955, 0.93218, -3.74861], [1.44665, 2.52769, -3.26940], [-1.27624, 1.37126, -3.97383], [1.19523, 0.12236, -5.30443], [-0.13315, -1.97765, -2.35584], [0.86098, -3.00822, -3.56821], [-1.90392, -1.76531, -2.93532], [-0.09386, -2.73517, -0.61795], [4.62098, 1.25754, -0.92862], [4.07951, 0.94468, 0.73387], [3.65349, 2.47101, -0.07986], [4.24385, -1.88521, -0.59817], [3.11596, -2.93753, -1.42615], [2.62397, -2.13784, 0.06028], [4.89812, -0.15674, -2.81401], [3.71748, 0.71095, -3.79730], [3.89770, -1.03810, -3.93738], [0.80921, 3.16422, -2.64127], [1.66674, 3.11351, -4.16514], [2.39497, 2.37557, -2.75473], [-1.77983, 1.58544, -3.03372], [-1.83504, 0.59973, -4.50043], [-1.33226, 2.27435, -4.58759], [2.09824, -0.46751, -5.16340], [1.42410, 0.90920, -6.02808], [0.44098, -0.51946, -5.76290], [0.72845, -2.66422, -4.59508], [0.50203, -4.03969, -3.52954], [1.93224, -3.02745, -3.35916], [-1.96199, -1.52052, -3.99577], [-2.44482, -1.00580, -2.36844], [-2.43246, -2.71309, -2.80469], [0.38811, -2.08690, 0.11701], [0.43859, -3.68814, -0.60785], [-1.10801, -2.93815, -0.26781], [3.25449, 1.39224, 5.90606], [2.92462, 0.40945, 5.10078], [3.04433, -0.86793, 5.54238], [3.48019, -1.07243, 6.75405], [2.67161, -2.00953, 4.73976], [2.21605, -1.69043, 3.41188], [2.10429, -0.41684, 2.98958], [1.68458, -0.23791, 1.71119], [2.43117, 0.72652, 3.79058], [2.28501, 2.03605, 3.33913], [1.75387, 2.26592, 2.06624], [1.33353, 2.38131, 0.99805], [2.65083, 3.20097, 4.07935], [2.96206, 4.16789, 4.61642], [1.90628, -2.65006, 2.56517], [2.71842, -3.29971, 5.21465], [3.24668, -3.65839, 6.48508], [3.70763, -4.01970, 7.47549], [2.20524, -4.39864, 4.46568], [1.74063, -5.27814, 3.88921]],
  "lowdin_charge": [1.987, 0.201, -0.254, 0.020, -0.037, -0.338, -0.033, 0.022, 0.693, -0.271, -0.383, -0.217, -0.493, 0.120, -0.060, 0.023, -0.036, 0.178, 0.136, 0.136, 0.134, 0.131, 0.114, 0.134, 0.116, 0.129, 0.136, -0.065, -0.465, 0.424, -0.117, -0.124, -0.534, 0.487, -0.161, -0.160, -0.137, 0.470, -0.141, -0.162, -0.172, 0.098, 0.098, 0.096, 0.064, 0.053, 0.012, 0.060, 0.047, 0.059, 0.035, 0.065, 0.017, -0.012, 0.036, 0.065, 0.021, 0.065, 0.050, 0.039, 0.063, 0.025, 0.035, 0.017, 0.057, -0.027, 0.059, 0.044, 0.180, -0.131, -0.117, 0.202, 0.001, -0.145, -0.117, 0.016, 0.014, -0.106, -0.077, 0.125, -0.152, 0.251, 0.148, -0.070, -0.119, 0.292, -0.130, 0.265],
  "fmax_ha_per_bohr": 0.0814,
  "charge": 3,
  "spin_multiplicity": 1,
  "homo_lumo_gap_ev": 5.0,
  "relative_energy_ev": 3.633
}